DFT (ωB97M-V/def2-TZVPD) results for a molecular structure, C23H17N3O5ReS2.

Structure (XYZ):
```
51
Properties=species:S:1:pos:R:3:forces:R:3:lowdin_charge:R:1
Re -0.476885 1.186556 -0.965029 0.376 1.272 -0.639 1.591
C 1.703182 2.637934 2.569297 1.016 -0.863 -0.391 -0.009
C 0.744770 2.526990 1.396414 0.824 0.295 0.057 -0.189
N 0.812604 1.462438 0.630707 -1.013 1.427 1.173 -0.181
N 1.729844 0.470785 0.982239 0.296 -0.272 -2.800 -0.062
C 2.131975 -0.113198 -0.148551 0.940 -0.340 3.414 -1.011
S 1.502943 0.015836 -1.725005 -0.111 0.405 -0.055 0.750
S 3.572266 -1.100123 0.292926 -0.735 0.064 -1.631 0.918
C 3.350998 -2.426379 -0.931150 0.906 -1.199 0.481 -0.474
C 2.200539 -3.365832 -0.622450 0.100 0.927 1.510 -0.287
C 1.630360 -3.956267 -1.714782 -0.969 -0.093 0.276 -0.073
C 0.523228 -4.767234 -1.571505 -1.726 -0.833 -0.983 -0.093
C -0.042732 -5.060703 -0.329394 2.173 1.736 -0.406 -0.095
C 0.561236 -4.423603 0.759597 -1.089 0.219 1.085 -0.100
C 1.643161 -3.559816 0.690847 0.923 -0.510 -2.186 -0.032
C -0.053815 3.734710 1.060354 0.102 0.341 -0.023 -0.098
C -0.218491 4.799911 2.011938 0.464 -0.783 -1.522 -0.027
C -0.695084 6.018697 1.613576 -0.912 0.276 -1.095 -0.079
C -1.029324 6.262468 0.244598 0.293 0.201 0.692 -0.056
C -0.840705 5.286784 -0.699890 -0.809 0.022 1.012 -0.011
C -0.451579 4.009319 -0.276364 1.431 -0.303 -0.489 -0.323
O -0.235948 3.156319 -1.285220 -0.182 -1.073 0.518 -0.227
H 1.226112 2.380841 3.496673 -0.504 -0.238 0.457 0.090
H 2.038731 3.650261 2.671543 0.162 0.563 -0.046 0.070
H 2.619638 1.975857 2.507651 -1.323 0.712 -0.275 0.099
H 4.260505 -3.038018 -0.891432 0.183 0.119 0.590 0.085
H 3.404140 -2.194995 -2.002055 -0.554 0.810 0.350 0.074
H 1.909467 -3.623942 -2.690217 0.326 -0.095 -0.564 0.112
H -0.028518 -5.032039 -2.501975 0.590 -0.195 0.750 0.117
H -0.941167 -5.587376 -0.166862 -0.786 -0.678 -0.166 0.085
H -0.015235 -4.474109 1.686627 0.547 -0.230 0.118 0.105
H 2.121828 -3.092642 1.550969 -0.471 -0.035 -0.175 0.095
H 0.166022 4.654929 2.991131 -0.138 -0.088 0.810 0.097
H -0.938152 6.809022 2.303165 0.341 0.044 0.344 0.097
H -1.396776 7.256397 -0.039101 0.138 -0.466 0.107 0.111
H -1.125331 5.388934 -1.732042 0.157 0.182 -0.213 0.120
O -2.238322 0.487440 2.452431 -0.221 0.814 1.486 0.123
C -2.053103 0.597373 1.277398 -0.744 -2.457 0.344 -0.589
O -1.829065 1.633998 0.561774 0.087 0.684 -0.942 -0.119
C -2.118095 -0.718284 0.476685 -0.124 1.137 0.130 -0.142
C -2.753633 -1.904055 0.730925 0.076 -0.284 -1.338 0.036
C -2.779376 -2.899928 -0.267276 0.088 0.512 0.493 0.001
C -2.189550 -2.647606 -1.528557 -0.469 1.132 1.842 0.050
C -1.638615 -1.370081 -1.688296 -0.007 -1.447 -1.188 -0.149
N -1.577263 -0.501130 -0.696659 0.766 -1.310 -0.467 -0.041
C -1.175363 -0.724182 -2.993480 -0.767 1.429 1.883 -0.614
O -1.043770 -1.265959 -4.027407 0.260 -1.314 -1.693 0.149
O -1.080882 0.591900 -2.792271 -0.047 0.133 -0.412 -0.245
H -3.325727 -1.969414 1.606582 -0.444 -0.409 1.241 0.112
H -3.323947 -3.814340 0.027791 0.487 0.377 -0.737 0.126
H -2.237095 -3.364443 -2.306865 0.093 -0.318 -0.723 0.114
```
Forces are in eV/Å.

Properties
E_LUMO (alpha / beta), Eh: -0.02578 / -0.05107
E_HOMO (alpha / beta), eV: -7.7314 / -8.6540
HOMO-LUMO gap (alpha / beta), eV: 7.03 / 7.26
Multiplicity: 4

DFT (ωB97M-V/def2-TZVPD) results for a molecular structure, C23H17N3OsS3Sb.

Structure (XYZ):
```
48
Properties=species:S:1:pos:R:3:forces:R:3:lowdin_charge:R:1
Os -0.075951 -0.232864 -0.240542 -0.078 -0.058 -0.079 1.301
C -2.330854 3.580773 -0.355596 -0.016 -0.002 0.006 -0.039
C -3.558570 3.207312 0.173880 0.008 0.009 0.002 -0.035
C -3.798503 1.880917 0.473135 -0.014 0.007 0.000 0.009
C -2.807427 0.934347 0.241925 0.012 -0.020 -0.001 -0.212
N -1.611625 1.318233 -0.249563 0.014 0.022 -0.010 -0.067
C -1.379991 2.603565 -0.544790 -0.013 0.006 0.004 -0.139
C -2.945711 -0.514053 0.472020 -0.005 0.004 -0.001 -0.204
C -4.136439 -1.080327 0.917400 -0.017 0.011 0.002 -0.031
C -4.228959 -2.449290 1.099902 0.015 -0.007 -0.004 -0.073
C -3.128969 -3.254604 0.835766 -0.009 0.015 -0.001 -0.071
C -1.937054 -2.692143 0.402688 -0.002 -0.025 0.010 -0.093
C -1.814697 -1.314842 0.216329 0.064 0.053 0.027 -0.231
H -2.106314 4.607321 -0.605427 0.002 -0.002 -0.002 0.114
H -4.325820 3.949274 0.353014 0.002 -0.003 0.000 0.116
H -4.748594 1.579315 0.886774 0.002 -0.003 -0.001 0.110
H -0.394526 2.835498 -0.926018 0.001 -0.007 0.001 0.052
H -5.000519 -0.462011 1.123448 0.003 -0.004 0.000 0.103
H -5.156390 -2.886910 1.445074 0.000 0.001 -0.002 0.105
H -3.197427 -4.326356 0.973850 -0.002 0.001 0.001 0.106
H -1.088513 -3.338607 0.219535 0.002 0.005 -0.002 0.090
S 3.266879 2.483589 2.830940 -0.009 -0.057 -0.020 -0.188
Sb 3.000645 0.720080 1.515886 0.031 0.074 0.016 0.668
S 1.295768 0.719345 -1.804914 0.052 0.032 -0.014 0.011
S 2.247995 2.032425 -0.519876 -0.024 -0.017 -0.027 -0.120
C -1.989318 2.374424 4.034220 0.003 0.006 -0.009 -0.095
C -1.097178 2.943376 3.134239 -0.015 -0.010 0.010 -0.082
C -0.188914 2.152630 2.451175 0.009 -0.006 -0.026 -0.109
C -0.170469 0.774208 2.661233 0.011 0.003 0.021 -0.325
C -1.064142 0.198692 3.563644 -0.002 0.001 0.015 -0.029
C -1.965117 1.002186 4.244705 0.010 -0.012 -0.005 -0.083
N 0.698089 -0.032485 1.873619 0.019 0.008 -0.012 -0.356
N 0.951375 -1.266584 2.413101 -0.055 -0.004 0.047 0.017
C 1.289016 -2.181413 1.454846 0.005 -0.015 -0.057 -0.396
C 1.881244 -3.386431 1.859144 -0.003 0.000 0.002 -0.022
C 2.243384 -4.324532 0.909977 -0.001 0.002 -0.011 -0.084
C 2.023276 -4.074722 -0.440696 0.003 -0.007 0.012 -0.085
C 1.423242 -2.882742 -0.846520 -0.008 0.005 -0.010 -0.130
C 1.039175 -1.925981 0.080354 0.012 -0.010 0.094 -0.367
H -2.693557 2.996166 4.571947 0.003 0.000 -0.003 0.099
H -1.096074 4.013708 2.970146 -0.001 0.000 0.002 0.108
H 0.511757 2.600295 1.757179 -0.012 -0.004 0.027 0.038
H -1.049087 -0.871504 3.712193 0.003 -0.006 -0.003 0.106
H -2.657581 0.548059 4.942326 0.002 0.001 0.000 0.102
H 2.051727 -3.553943 2.914740 -0.002 0.006 0.000 0.113
H 2.706442 -5.252663 1.219025 0.000 0.004 0.001 0.103
H 2.318489 -4.807060 -1.181040 -0.002 0.004 -0.001 0.102
H 1.248681 -2.712675 -1.902598 0.004 0.000 -0.001 0.095
```
Forces are in eV/Å.

Properties
Energy above the lowest of the compared OMol25 structures with the same formula, charge and spin, kcal per mole: 10.9
E_LUMO (alpha / beta), Eh: -0.01426 / -0.08042
E_HOMO (alpha / beta), eV: -6.8809 / -7.9469
HOMO-LUMO gap (alpha / beta), eV: 6.49 / 5.76
Multiplicity: 6

DFT (ωB97M-V/def2-TZVPD) results for a molecular structure, C23H18AlN7O6.

Structure (XYZ):
```
55
Properties=species:S:1:pos:R:3:forces:R:3:lowdin_charge:R:1
Al -0.224327 -0.050105 1.044843 0.072 -0.022 0.305 0.366
C -0.583387 -0.031676 3.904546 -0.051 0.009 -0.051 -0.013
N -1.427236 0.139368 2.672938 0.074 0.144 0.029 -0.001
C -2.141432 1.454776 2.565699 -0.038 -0.076 -0.025 -0.019
C -1.486925 2.276689 1.493707 -0.014 -0.034 0.056 -0.235
N -0.648012 1.717630 0.628679 0.046 0.018 -0.077 0.141
C -0.280296 2.718767 -0.288187 -0.019 -0.121 -0.023 -0.161
C 0.541135 2.670591 -1.409214 0.008 -0.014 0.024 0.010
C 0.677370 3.842481 -2.121580 -0.022 0.044 0.000 -0.030
C 0.017540 5.023132 -1.736472 0.016 -0.017 -0.021 -0.028
C -0.802421 5.073939 -0.628732 0.007 -0.036 -0.005 0.024
C -0.933623 3.887711 0.082028 -0.085 0.067 0.065 -0.145
N -1.681794 3.561411 1.222457 -0.012 -0.001 -0.085 0.226
C 0.843499 -0.252722 3.497000 -0.029 0.019 0.063 -0.235
N 1.218121 -0.175509 2.226084 0.041 -0.208 -0.079 0.142
C 2.592528 -0.474646 2.188785 -0.068 0.054 -0.051 -0.158
C 3.480657 -0.555385 1.121689 -0.030 -0.007 0.004 0.011
C 4.785049 -0.877514 1.429901 0.018 -0.012 0.050 -0.034
C 5.197168 -1.105523 2.755032 0.010 0.005 -0.039 -0.031
C 4.320384 -1.024994 3.816384 -0.004 0.011 -0.024 0.023
C 3.007305 -0.708611 3.493927 -0.011 0.022 0.122 -0.146
N 1.864230 -0.555952 4.290380 0.037 -0.006 -0.040 0.225
H -0.950601 -0.881143 4.480743 0.017 -0.010 -0.002 0.158
H -0.666975 0.852880 4.536581 0.015 -0.002 -0.002 0.146
H -2.129335 -0.596687 2.670025 0.020 -0.005 0.013 0.166
H -2.155552 1.973897 3.523266 0.016 -0.002 0.002 0.145
H -3.177803 1.259425 2.284189 -0.004 0.031 0.006 0.159
H 1.034759 1.760304 -1.724434 0.001 0.000 0.002 0.123
H 1.297808 3.855171 -3.006589 -0.002 0.004 -0.003 0.125
H 0.149546 5.914557 -2.333500 0.010 0.000 -0.002 0.126
H -1.317308 5.980489 -0.343782 -0.001 0.006 0.011 0.130
H -2.303770 4.183476 1.718511 0.015 0.008 0.008 0.196
H 3.170306 -0.384672 0.099199 0.000 0.001 -0.004 0.121
H 5.512689 -0.960090 0.634941 0.005 0.005 -0.001 0.124
H 6.231978 -1.352681 2.946354 0.004 0.000 -0.009 0.125
H 4.642356 -1.197585 4.833672 -0.010 -0.015 0.005 0.130
H 1.819594 -0.684356 5.291109 0.007 0.011 -0.006 0.196
O -0.401431 -3.501780 0.126422 -0.136 -0.068 0.105 0.174
C -0.720699 -2.543942 -0.505082 0.371 0.065 -0.135 -0.445
O -0.607338 -1.288035 0.017872 -0.210 0.145 -0.264 0.009
C -1.207594 -2.552567 -1.911029 -0.047 -0.008 0.094 -0.094
C -1.502037 -1.370448 -2.574550 -0.009 -0.006 0.034 0.068
C -1.937948 -1.427690 -3.880061 -0.072 0.059 -0.042 -0.096
C -2.099378 -2.617305 -4.560543 0.022 0.000 0.028 0.116
C -1.799874 -3.773776 -3.864043 -0.017 -0.054 -0.063 -0.083
C -1.355085 -3.776122 -2.558846 -0.018 0.036 0.026 0.102
N -1.962314 -5.074488 -4.561723 0.046 0.001 -0.015 -0.346
O -1.708277 -6.068829 -3.922450 0.001 -0.035 0.042 0.113
O -2.328805 -5.033815 -5.711991 -0.027 0.019 -0.016 0.120
N -2.234487 -0.149847 -4.567170 0.205 -0.007 -0.048 -0.344
O -2.551456 -0.203671 -5.727339 -0.089 -0.016 0.001 0.135
O -2.104768 0.868720 -3.911156 -0.046 0.020 0.036 0.066
H -1.402374 -0.405890 -2.103972 -0.006 -0.016 0.006 0.116
H -2.439254 -2.649563 -5.585694 -0.005 -0.004 0.001 0.145
H -1.130109 -4.707793 -2.058851 -0.003 0.002 -0.004 0.145
```
Forces are in eV/Å.

Properties
Energy above the lowest of the compared OMol25 structures with the same formula, charge and spin, kcal per mole: 0.0
E_LUMO, Eh: -0.21913
E_HOMO, eV: -15.1169
HOMO-LUMO gap, eV: 9.15
Net charge: +2

DFT (ωB97M-V/def2-TZVPD) results for a molecular structure, C23H18Cl3FN8O5V.

Structure (XYZ):
```
59
Properties=species:S:1:pos:R:3:forces:R:3:lowdin_charge:R:1
V 0.306747 0.478539 0.429912 2.018 0.459 1.354 1.076
N 2.478508 0.859862 0.762074 -0.368 -0.188 0.672 0.068
C 2.787309 0.232723 2.037795 0.004 0.023 -0.133 -0.223
C 4.009213 -0.259985 2.385329 0.146 -0.019 -0.030 0.038
C 4.195622 -0.845688 3.655675 0.129 -0.028 -0.057 -0.006
C 3.164091 -0.903386 4.544587 0.006 -0.075 0.199 0.031
C 1.887356 -0.408210 4.192490 -0.191 0.085 -0.006 -0.120
C 0.759792 -0.479960 5.032814 0.014 -0.050 0.055 0.084
C -0.449915 0.012282 4.601356 -0.022 -0.011 0.109 0.017
C -0.562236 0.521957 3.315091 0.152 -0.027 -0.047 -0.059
N 0.468246 0.564758 2.463309 0.061 0.064 -0.083 0.027
C 1.701813 0.150487 2.914941 0.081 -0.125 0.057 -0.163
H 3.131683 0.544506 0.056596 -0.041 -0.115 -0.335 0.131
H 2.627812 1.860492 0.856038 -0.006 0.259 -0.102 0.139
H 4.843310 -0.205698 1.692950 -0.027 0.032 0.047 0.138
H 5.167724 -1.242347 3.917801 -0.032 0.037 -0.005 0.134
H 3.306710 -1.338657 5.527370 -0.023 0.026 -0.061 0.143
H 0.850834 -0.936216 6.012809 0.002 0.067 -0.022 0.151
H -1.327111 -0.020821 5.232554 0.027 0.048 -0.004 0.136
H -1.511203 0.898294 2.972798 -0.126 0.013 -0.151 0.119
Cl -7.007650 1.577919 0.079207 -0.376 0.076 -0.024 0.901
C -5.363166 1.372293 0.288678 0.651 -0.150 0.115 -0.617
C -4.881627 0.128837 0.754117 -0.694 0.166 -0.053 -0.080
C -3.546033 -0.061511 0.888944 1.107 0.480 -0.301 -0.557
Cl -2.892816 -1.495062 1.535376 0.003 -0.266 -0.050 0.874
C -2.624789 0.974132 0.501718 -0.842 0.344 0.054 -0.325
O -1.338389 0.727471 0.471152 -1.943 0.204 -0.093 -0.201
C -3.152964 2.270694 0.135081 1.114 -0.965 0.278 -0.558
Cl -2.043243 3.534324 -0.137796 0.020 0.105 -0.064 0.832
C -4.490730 2.449863 0.021827 -0.781 -0.020 -0.018 -0.082
H -5.575115 -0.663936 1.009692 0.006 0.099 -0.004 0.135
H -4.898360 3.409240 -0.270380 0.017 -0.037 -0.002 0.134
N 0.848736 1.758028 -5.184922 0.082 0.199 -0.032 0.256
C 1.348471 2.707910 -4.418763 -0.166 -0.219 -0.556 -0.399
N 1.916476 3.784782 -4.927334 -0.029 0.029 -0.021 0.246
N 1.315181 2.606671 -3.080820 0.131 0.067 0.865 0.235
C 0.972779 2.010037 -2.078938 -0.130 0.001 -0.826 -0.206
N 0.676666 1.488862 -1.044950 0.088 0.407 -0.679 0.035
H 0.884894 1.818567 -6.191136 0.025 0.085 -0.024 0.155
H 0.418582 0.937084 -4.785363 -0.180 0.101 0.146 0.088
H 1.973399 3.933242 -5.922586 -0.008 -0.005 -0.047 0.150
H 2.281365 4.506283 -4.328551 0.017 0.009 0.101 0.147
F 1.342726 -0.657415 -3.866577 -0.072 -0.038 0.022 0.083
C 0.451413 -1.371701 -3.157617 0.179 0.087 0.083 -0.186
C 0.844639 -2.365493 -2.371238 -0.078 -0.368 0.253 0.049
N -0.061539 -3.079816 -1.595335 0.294 0.385 0.391 0.012
C 0.384516 -3.582698 -0.292726 0.020 0.484 -0.769 0.015
C 0.625080 -2.502423 0.772310 -0.293 -0.898 0.314 -0.375
O 0.814442 -2.714954 1.915064 0.027 0.331 -0.248 0.225
O 0.613936 -1.157446 0.303814 -0.058 -1.022 -0.602 -0.146
C -1.442439 -2.897567 -1.755945 -0.164 -0.162 0.236 -0.453
O -2.256821 -3.538183 -1.143228 0.216 0.303 -0.109 0.125
N -1.787202 -1.868835 -2.625707 0.257 0.198 -0.090 0.241
C -0.931722 -0.914755 -3.173193 -0.243 -0.516 0.413 -0.385
O -1.311130 0.169376 -3.554138 0.188 0.115 -0.410 0.108
H 1.886197 -2.655026 -2.301176 0.002 0.007 0.037 0.166
H 1.314283 -4.135037 -0.421233 0.076 -0.054 0.123 0.162
H -0.365605 -4.260088 0.099534 -0.092 -0.096 0.091 0.154
H -2.778744 -1.726601 -2.751154 -0.175 0.060 0.044 0.181
```
Forces are in eV/Å.

Properties
E_LUMO, Eh: -0.41941
E_HOMO, eV: -16.9435
HOMO-LUMO gap, eV: 5.53
Net charge: +3

Across the entries above, DFT total energy takes the values -2301.81114; -2576.33659; -1963.96043; -4125.12781 hartree, respectively.